Record 1
2 unconnected molecules or ions with the total composition C24H38N3O4, computed with the ωB97M-V functional and the def2-TZVPD basis.

Results
* energy relative to the best compared isomer or geometry (same formula, charge and spin): 0.0000 eV
* HOMO-LUMO gap: 8.81 eV
* E_HOMO: -11.838 eV
* calculated total energy: -38156.0554 eV
* maximum force: 0.02982 Eh/bohr
* total charge: +1
* M: 432.6 g mol⁻¹

XYZ file:
```
69
C24H38N3O4 the ωB97M-V functional and the def2-TZVPD basis
C -0.587 3.800 1.252
C -1.482 3.029 1.138
C -2.536 2.010 1.108
C -2.971 1.657 -0.326
C -2.438 0.321 -0.871
N -2.504 -0.768 0.134
C -2.239 -2.050 -0.308
N -2.146 -2.402 -1.626
C -0.742 -2.583 -2.130
C -0.758 -2.576 -3.651
C 0.590 -2.231 -4.295
C 1.189 -0.881 -3.873
C 2.075 -0.847 -2.608
C 2.736 -2.166 -2.212
N -2.081 -2.975 0.610
C -1.829 -4.390 0.370
C -0.430 -4.826 0.803
C -0.274 -4.879 2.330
C 0.208 -3.554 2.856
O 1.315 -3.137 2.660
O -0.741 -2.871 3.537
C -0.493 -1.449 3.640
C -1.780 -0.771 4.085
H 0.128 4.584 1.346
H -2.241 1.146 1.698
H -3.397 2.449 1.615
H -2.621 2.414 -1.024
H -4.055 1.637 -0.420
H -3.086 0.057 -1.702
H -1.419 0.457 -1.238
H -1.800 -0.574 0.842
H -2.693 -1.808 -2.231
H -0.122 -1.792 -1.712
H -0.391 -3.549 -1.776
H -1.016 -3.588 -3.971
H -1.547 -1.929 -4.039
H 1.271 -3.071 -4.173
H 0.391 -2.171 -5.366
H 1.712 -0.462 -4.730
H 0.342 -0.209 -3.703
H 1.511 -0.464 -1.755
H 2.873 -0.125 -2.779
H 3.396 -2.518 -3.001
H 3.302 -2.022 -1.294
H 2.007 -2.949 -2.000
H -2.118 -2.691 1.583
H -2.553 -4.950 0.962
H -2.002 -4.663 -0.665
H -0.262 -5.822 0.396
H 0.340 -4.188 0.367
H 0.476 -5.623 2.589
H -1.217 -5.179 2.783
H -0.164 -1.072 2.669
H 0.303 -1.264 4.355
H -1.788 0.250 3.707
H -2.666 -1.295 3.733
H -1.816 -0.686 5.167
C 2.570 8.076 -0.021
C 1.820 7.473 0.897
C 2.420 6.557 1.899
O 1.734 6.003 2.735
C 3.886 6.342 1.843
C 4.637 6.945 0.926
C 4.039 7.860 -0.080
O 4.721 8.409 -0.915
H 2.155 8.748 -0.761
H 0.749 7.619 0.960
H 4.300 5.673 2.586
H 5.709 6.802 0.866
```

Löwdin population analysis, charges in e, atoms 1 to 5: number 1, C, carries 0.136; number 2, C, carries -0.141; number 3, C, carries -0.194; number 4, C, carries -0.157; number 5, C, carries -0.164

Record 2
5 unconnected molecules or ions with the total composition C6H24N2O4, computed with the ωB97M-V functional and the def2-TZVPD basis.

Results
* structure (SMILES): CNC[C@H](C)N(C)C.O.O.O.O
* energy relative to the best compared isomer or geometry (same formula, charge and spin): 0.8637 eV
* HOMO-LUMO gap: 9.46 eV
* E_HOMO: -8.824 eV
* calculated total energy: -17780.9989 eV
* maximum force: 0.03252 Eh/bohr
* M: 188.3 g mol⁻¹

XYZ file:
```
36
C6H24N2O4 the ωB97M-V functional and the def2-TZVPD basis
C -1.240 -2.343 0.197
N -0.828 -1.377 -0.814
C -0.055 -0.262 -0.246
C -0.822 0.774 0.566
C -1.542 1.761 -0.404
N 0.050 1.362 1.592
C -0.642 2.368 2.376
C 1.294 1.898 1.056
H -1.540 -3.279 -0.282
H -2.076 -2.001 0.813
H -0.384 -2.627 0.808
H -1.649 -0.993 -1.264
H 0.630 -0.729 0.467
H 0.560 0.196 -1.014
H -1.623 0.291 1.118
H -1.976 2.635 0.070
H -0.908 1.887 -1.288
H -2.369 1.177 -0.827
H -1.712 2.395 2.164
H -0.573 2.168 3.448
H -0.343 3.420 2.266
H 1.897 2.373 1.827
H 1.101 2.666 0.282
H 1.893 1.146 0.556
O -1.149 0.022 4.194
H -0.633 0.058 3.374
H -0.637 -0.504 4.813
O 1.542 0.350 -3.342
H 1.320 -0.406 -2.791
H 2.371 0.086 -3.756
O 0.495 -2.917 -2.781
H 0.289 -2.358 -3.539
H 0.162 -2.423 -2.002
O 3.071 -1.969 -2.803
H 3.746 -2.321 -2.213
H 2.282 -2.522 -2.621
```

Löwdin population analysis, charges in e, atoms 1 to 5: number 1, C, carries -0.108; number 2, N, carries -0.127; number 3, C, carries -0.201; number 4, C, carries -0.367; number 5, C, carries -0.030

Record 3
A single C5H10O molecule, computed with the ωB97M-V functional and the def2-TZVPD basis.

Results
* structure (SMILES): COC=C(C)C
* energy relative to the best compared isomer or geometry (same formula, charge and spin): 1.3971 eV
* HOMO-LUMO gap: 9.58 eV
* E_HOMO: -8.580 eV
* calculated total energy: -7393.3683 eV
* maximum force: 0.01064 Eh/bohr
* M: 86.1 g mol⁻¹

XYZ file:
```
16
C5H10O the ωB97M-V functional and the def2-TZVPD basis
C 0.813 -1.418 1.483
O -0.310 -0.584 1.807
C -0.291 0.550 1.035
C -0.339 0.549 -0.299
C -0.800 -0.667 -1.055
C 0.069 1.756 -1.102
H 0.641 -2.396 1.933
H 0.925 -1.518 0.402
H 1.742 -0.997 1.890
H -0.237 1.464 1.626
H -1.646 -0.376 -1.691
H -0.044 -1.121 -1.710
H -1.152 -1.428 -0.354
H -0.697 2.130 -1.795
H 0.936 1.480 -1.719
H 0.390 2.576 -0.451
```

Löwdin population analysis, charges in e, atoms 1 to 5: number 1, C, carries -0.083; number 2, O, carries -0.147; number 3, C, carries -0.155; number 4, C, carries -0.341; number 5, C, carries -0.068

Record 4
A molecular structure, C18H30N5O5P2Pb, computed with the ωB97M-V functional and the def2-TZVPD basis.

Results
* HOMO-LUMO gap: 8.64 eV
* E_HOMO: -11.749 eV
* calculated total energy: -60667.6501 eV
* maximum force: 0.02652 Eh/bohr
* total charge: +1
* M: 665.6 g mol⁻¹

XYZ file:
```
61
C18H30N5O5P2Pb the ωB97M-V functional and the def2-TZVPD basis
Pb 2.145 -2.170 -0.823
O 5.473 -0.688 1.405
C 4.383 -1.059 1.002
O 4.055 -1.290 -0.231
C 3.276 -1.366 2.002
C 3.588 -1.231 3.382
C 2.582 -1.453 4.263
C 1.258 -1.752 3.844
C 0.198 -1.943 4.765
C -1.053 -2.253 4.297
C -1.283 -2.370 2.925
C -0.266 -2.185 1.997
C 1.022 -1.864 2.449
N 2.071 -1.693 1.560
H 4.631 -0.987 3.644
H 2.740 -1.403 5.311
H 0.390 -1.811 5.845
H -1.857 -2.396 5.003
H -2.293 -2.561 2.549
H -0.412 -2.245 0.931
C 0.032 -1.142 -3.799
N -1.229 -0.693 -3.210
C -1.901 0.433 -3.892
P -1.427 -0.804 -1.584
O -0.673 -1.960 -1.032
O -0.936 0.596 -0.898
P 0.562 1.139 -0.596
O 1.566 0.053 -0.902
N 0.925 2.452 -1.479
C 0.106 3.663 -1.458
C 1.915 2.394 -2.584
N 0.430 1.606 0.941
C 1.538 2.446 1.453
C -0.653 1.335 1.864
N -3.041 -0.749 -1.256
C -3.801 0.443 -0.949
C -3.813 -1.819 -1.940
H -0.053 -1.151 -4.893
H 0.278 -2.140 -3.413
H 0.881 -0.460 -3.499
H -2.199 0.155 -4.901
H -1.198 1.257 -4.026
H -2.755 0.774 -3.281
H -0.442 3.777 -0.528
H -0.641 3.614 -2.258
H 0.704 4.581 -1.550
H 2.588 1.549 -2.473
H 2.513 3.287 -2.597
H 1.423 2.298 -3.561
H 2.395 2.378 0.786
H 1.844 2.099 2.449
H 1.254 3.499 1.508
H -1.321 0.517 1.502
H -1.263 2.215 2.026
H -0.222 1.043 2.823
H -3.184 1.181 -0.409
H -4.646 0.142 -0.339
H -4.166 0.916 -1.870
H -3.259 -2.738 -1.939
H -4.023 -1.480 -2.950
H -4.758 -1.983 -1.404
```

Löwdin population analysis, charges in e, atoms 1 to 5: number 1, Pb, carries 1.511; number 2, O, carries 0.093; number 3, C, carries -0.590; number 4, O, carries -0.258; number 5, C, carries -0.172

Record 5
A single C4H7NO molecule, computed with the ωB97M-V functional and the def2-TZVPD basis.

Results
* structure (SMILES): COC1=N[C@@H]1C
* energy relative to the best compared isomer or geometry (same formula, charge and spin): 4.9386 eV
* HOMO-LUMO gap (spin up / spin down): 9.63 / 9.63 eV
* E_HOMO (spin up / spin down): -8.693 / -8.693 eV
* calculated total energy: -7794.7058 eV
* maximum force: 0.17731 Eh/bohr
* M: 85.1 g mol⁻¹

XYZ file:
```
13
C4H7NO the ωB97M-V functional and the def2-TZVPD basis
C -1.644 1.853 -0.414
O -1.442 0.715 0.362
C -0.220 0.326 0.470
N 1.065 0.935 -0.052
C 1.051 -0.384 0.621
C 1.459 -1.583 -0.135
H -0.965 2.696 -0.164
H -2.684 2.231 -0.337
H -1.340 1.467 -1.423
H 1.549 -0.306 1.681
H 2.413 -1.437 -0.676
H 0.693 -1.623 -0.991
H 1.348 -2.512 0.369
```

Löwdin population analysis, charges in e, atoms 1 to 5: number 1, C, carries -0.076; number 2, O, carries -0.035; number 3, C, carries -0.206; number 4, N, carries 0.135; number 5, C, carries -0.431

Record 6
A single C4H9NO molecule, computed with the ωB97M-V functional and the def2-TZVPD basis.

Results
* structure (SMILES): CC(C)NC=O
* energy relative to the best compared isomer or geometry (same formula, charge and spin): 0.5017 eV
* HOMO-LUMO gap: 10.70 eV
* E_HOMO: -9.790 eV
* calculated total energy: -7831.8182 eV
* maximum force: 0.00899 Eh/bohr
* M: 87.1 g mol⁻¹

XYZ file:
```
15
C4H9NO the ωB97M-V functional and the def2-TZVPD basis
C -0.298 0.407 1.431
C 0.341 -0.040 0.123
C 0.891 -1.457 0.211
N -0.580 0.060 -1.015
C -0.870 1.302 -1.501
O -0.895 2.324 -0.845
H 0.467 0.408 2.216
H -1.108 -0.267 1.730
H -0.694 1.417 1.322
H 1.167 0.652 -0.094
H 1.355 -1.776 -0.731
H 0.102 -2.172 0.471
H 1.658 -1.501 0.990
H -0.487 -0.659 -1.720
H -1.049 1.304 -2.589
```

Löwdin population analysis, charges in e, atoms 1 to 5: number 1, C, carries -0.062; number 2, C, carries -0.439; number 3, C, carries -0.070; number 4, N, carries 0.041; number 5, C, carries -0.357

The highest M belongs to which entry?
C18H30N5O5P2Pb